1.
ORCA calculation (ωB97M-V/def2-TZVPD) on 11 unconnected molecules or ions with the total composition C44H55F33O22.

Positions of all 154 atoms, in Å:
H1 -6.308 1.109 2.228
F1 -1.338 5.765 -4.455
F2 3.529 9.474 1.644
C1 -0.991 -4.268 5.504
F3 -4.674 -0.326 -3.749
F4 0.370 6.158 4.590
F5 -4.059 5.146 1.067
F6 2.256 -1.997 6.389
H2 5.958 -1.422 3.821
C2 2.240 0.918 -2.567
H3 -3.329 -4.778 -0.040
C3 1.531 -5.991 -3.493
O1 -4.795 2.999 2.776
F7 -2.458 3.778 1.565
C4 -0.022 -5.371 5.910
C5 1.231 -4.847 -2.520
H4 4.946 4.911 4.408
H5 4.749 -3.113 -0.087
H6 5.465 2.592 5.194
H7 -4.093 -4.673 -1.649
O2 -4.845 1.900 0.792
F8 -0.434 4.252 3.966
C6 1.782 4.268 4.749
C7 2.193 -1.560 5.117
H8 -4.926 -4.013 -0.258
H9 2.493 -6.443 -3.193
F9 -4.446 -0.593 -7.562
H10 -4.043 -0.519 1.223
C8 -1.931 2.314 -7.368
C9 -1.745 0.481 -1.463
H11 5.148 0.531 2.565
C10 1.484 1.623 1.704
O3 -0.570 -4.127 -0.571
H12 4.188 4.573 5.906
H13 2.037 -4.101 -2.495
C11 5.289 -0.425 2.049
H14 6.298 -0.477 1.660
H15 3.474 5.477 -1.104
H16 4.422 2.429 3.769
H17 -1.139 0.813 -2.334
C12 2.766 0.148 -1.362
O4 4.658 7.398 0.447
F10 1.402 -0.526 5.043
H18 -1.037 -1.999 3.760
F11 -0.895 -5.602 1.572
C13 -1.168 -2.005 -4.037
F12 -5.157 -2.373 -6.563
C14 3.603 -1.115 4.607
H19 2.245 -2.760 -0.414
H20 -2.466 -0.200 -1.889
C15 4.201 4.275 4.862
H21 -1.248 2.886 -7.991
H22 4.615 -0.562 1.202
F13 -3.445 3.639 -0.394
C16 0.235 -4.947 -0.348
O5 -1.541 -4.570 4.363
O6 -1.999 -1.153 -6.865
C17 -1.206 2.016 -6.109
C18 4.341 -2.459 -0.838
O7 1.582 3.683 5.727
H23 -2.265 1.393 -1.194
H24 -0.486 -1.034 -0.671
F14 3.357 7.870 3.084
O8 2.400 -1.102 -1.486
H25 1.503 -5.687 -4.528
H26 -1.706 -0.317 0.537
H27 5.050 4.977 0.564
F15 1.032 5.368 2.714
C19 -4.105 -1.817 -7.245
C20 3.557 7.327 0.860
H28 -2.588 -1.733 2.984
F16 0.537 -6.058 4.943
O9 0.707 -0.693 1.645
C21 -2.793 -1.913 -6.543
F17 -0.671 -6.306 6.720
F18 0.759 2.336 2.545
C22 -4.724 -0.189 1.990
O10 -2.759 -2.857 -5.622
H29 -1.434 -4.086 -4.584
C23 -1.444 -3.087 -5.059
F19 0.659 -6.895 0.869
F20 -6.463 -1.592 -3.574
O11 -0.080 0.846 0.162
C24 -3.642 3.869 0.964
C25 4.150 4.393 0.572
F21 1.126 -4.966 1.812
C26 -5.651 -0.753 -2.889
H30 3.882 4.235 1.629
F22 0.988 0.503 -2.865
C27 -1.822 -2.439 3.188
C28 -3.949 -4.170 -0.719
C29 -3.286 -2.834 -0.983
H31 -3.129 -4.175 3.296
O12 3.522 0.657 -0.618
F23 -6.339 0.334 -2.472
H32 -0.354 -2.344 -3.363
C30 3.073 5.205 -0.149
F24 1.623 8.397 1.871
H33 -5.256 -1.041 2.412
H34 0.305 -4.288 -2.718
H35 -4.166 0.343 2.770
O13 2.947 4.613 4.185
C31 -1.033 4.789 -3.632
H36 -6.296 0.427 0.591
O14 -1.143 -3.282 6.173
C32 -4.521 2.861 1.615
H37 4.983 -1.557 -0.900
H38 5.448 -2.465 2.471
C33 5.204 -1.593 3.049
C34 -5.104 -1.521 -1.701
F25 2.549 1.173 2.356
F26 1.655 -2.571 4.372
H39 -1.699 1.328 -5.432
F27 3.037 0.590 -3.601
F28 0.303 4.865 -3.481
O15 -2.015 2.638 -3.591
C35 -5.668 0.830 1.388
H40 3.733 2.215 5.385
F29 -3.988 -2.529 -8.419
H41 -0.249 1.574 -6.415
H42 -2.305 -3.030 -1.411
H43 4.348 -3.002 -1.792
H44 -3.151 -2.295 -0.036
H45 0.791 -6.764 -3.404
C36 -1.406 3.443 -4.183
H46 -2.128 1.380 -7.923
F30 2.249 2.216 -2.410
F31 1.015 -4.880 6.602
O16 2.688 6.383 0.682
O17 -5.689 -1.633 -0.718
C37 0.280 -5.636 0.987
C38 2.952 8.304 1.853
H47 -0.773 -1.105 -4.540
H48 -2.038 -1.795 -3.426
O18 -3.958 -2.106 -2.042
H49 2.978 -1.458 0.486
F32 -1.635 4.899 -2.492
H50 -2.969 -3.135 4.829
O19 3.896 -1.797 3.532
C39 2.962 -1.973 -0.458
C40 0.698 4.999 3.980
H51 4.313 3.406 0.119
H52 2.122 4.725 -0.284
C41 -2.498 -3.563 3.935
H53 -1.389 -2.755 2.249
O20 1.164 -5.437 -1.162
C42 4.454 2.793 4.797
H54 -2.900 2.789 -7.151
C43 0.672 0.394 1.172
O21 -0.956 3.358 -5.430
H55 -0.590 -3.100 -5.755
C44 -1.022 -0.149 -0.298
O22 4.194 -0.310 5.157
F33 1.945 2.536 0.817

Atomic forces in eV per Å
H 0.0 1.0 -0.5
F -0.8 0.9 -0.4
F -0.4 0.9 0.1
C 0.8 0.4 0.6
F -1.0 -0.4 0.8
F 0.4 -0.4 0.3
F -0.1 -0.9 0.1
F 0.0 0.3 -0.5
H -0.4 -0.3 0.3
C -0.6 -0.8 -0.5
H -0.2 0.2 -0.3
C 0.3 0.2 1.1
O -0.2 -0.3 -0.3
F 0.4 0.1 -0.1
C 0.9 -1.5 2.1
C 0.1 0.0 0.1
H 0.1 -0.1 -0.5
H 0.0 -0.2 0.4
H -0.4 0.0 -0.1
H 0.0 -0.6 -0.6
O -1.3 -1.0 0.4
F 0.8 0.4 -0.3
C 1.8 2.4 -2.6
C 0.5 -1.4 -0.2
H 0.1 -0.2 0.0
H -0.3 0.2 -0.5
F 0.2 0.5 0.1
H 0.4 -0.4 -0.2
C -0.7 -0.5 -0.5
C -0.1 0.7 -0.9
H -0.1 -0.1 -0.4
C 1.0 0.6 0.0
O -1.5 2.1 -0.7
H -0.5 0.2 0.2
H -0.1 -0.3 0.0
C 0.0 -0.4 0.7
H 0.3 0.3 -0.2
H 0.0 0.8 -0.5
H 0.0 0.0 0.0
H 0.0 -0.6 0.9
C -0.5 0.3 -2.0
O 1.6 0.4 -0.7
F -1.0 0.8 0.1
H 0.4 0.5 0.5
F -0.9 -0.1 0.1
C 1.2 0.1 0.2
F 1.0 0.5 -0.4
C -4.2 -3.9 -1.3
H -0.5 -0.7 0.2
H -0.3 -0.3 0.1
C -0.7 -0.3 0.4
H -0.5 0.5 -0.1
H 0.0 0.3 0.3
F -0.3 0.2 1.7
C 1.5 -1.6 -0.5
O -0.4 0.3 -0.2
O 4.6 3.2 -1.1
C 0.8 0.6 0.2
C 0.1 1.0 -0.6
O -0.5 -2.0 2.8
H -0.3 0.1 0.4
H -0.1 0.0 0.7
F -0.4 0.2 -0.2
O 0.2 -0.7 0.9
H 0.4 0.4 -0.2
H 0.1 -0.5 -0.1
H 0.6 0.1 -0.1
F -0.3 -0.9 0.9
C -2.8 -2.0 -1.0
C -1.3 -0.6 0.4
H -0.6 1.0 -0.2
F -0.3 -0.3 -1.3
O 0.1 -0.4 0.2
C -3.3 -2.2 1.6
F 0.4 1.3 -0.8
F -0.9 -0.1 0.7
C 0.2 0.6 -0.1
O 0.9 -0.8 -0.4
H -0.6 0.5 -0.3
C 0.7 -0.2 1.1
F 0.3 -0.4 0.2
F 0.3 0.7 0.3
O 0.6 -0.9 0.7
C 1.5 1.6 -2.3
C -0.8 -0.2 0.6
F 0.1 -0.4 -0.5
C 0.0 1.0 -1.4
H -0.1 0.0 -0.4
F 0.3 0.4 -0.2
C 0.1 -1.0 -0.3
C -0.2 0.4 0.9
C 0.7 -1.0 -0.1
H -0.5 0.4 0.1
O 1.1 0.4 1.8
F 0.4 -1.0 -0.5
H -0.4 0.2 -0.2
C 0.4 0.1 1.3
F 0.5 0.2 -0.2
H 0.0 0.1 0.0
H 0.2 -0.5 0.1
H 0.0 -0.4 0.0
O 0.5 -0.1 0.4
C 1.1 -0.4 -0.4
H 0.3 0.2 0.0
O -0.1 -0.4 -0.2
C -0.8 0.2 1.0
H -0.1 -0.7 -0.2
H 0.1 -0.7 0.2
C 1.0 1.1 -1.7
C 2.4 -0.2 -3.6
F 0.4 -0.4 0.3
F 0.3 0.6 0.5
H -0.2 0.3 0.2
F -0.1 0.2 -0.2
F 0.3 -0.2 0.5
O -1.3 -1.7 1.5
C 0.0 -0.8 0.3
H 0.2 0.3 -0.1
F 0.0 0.5 0.8
H 0.1 0.4 0.7
H -0.1 0.3 0.1
H 0.0 0.3 0.2
H -0.3 0.4 -0.5
H -0.5 -0.4 0.2
C 1.0 0.6 -2.5
H 0.0 0.3 0.4
F 0.0 0.4 0.1
F -0.6 0.3 0.3
O -0.4 -1.7 -1.3
O -2.2 -0.2 4.1
C 0.7 0.2 1.3
C 0.8 -0.1 1.0
H -0.5 -0.2 0.3
H -0.1 0.1 -0.1
O 0.1 0.3 0.8
H -0.2 0.2 0.3
F -0.4 1.0 1.5
H -0.3 -0.5 -0.3
O 0.3 -0.5 -0.3
C 0.1 -0.4 -0.4
C -2.0 1.0 -1.2
H -0.1 0.4 -0.1
H -0.2 -0.4 0.0
C 0.3 -0.1 -0.2
H 0.1 -0.2 -0.3
O -0.1 0.6 -0.7
C 0.6 -0.3 -0.1
H 0.4 0.1 -0.4
C -0.1 2.1 -0.9
O 0.1 -2.0 -0.6
H -0.9 0.1 -0.5
C -0.3 0.6 -1.3
O 3.3 3.9 2.5
F -0.6 -1.1 -0.4

Calculated values
**LUMO energy**: -0.12 eV
**SMILES**: CCOC(=O)C(F)(F)F.CCOC(=O)C(F)(F)F.CCOC(=O)C(F)(F)F.CCOC(=O)C(F)(F)F.CCOC(=O)C(F)(F)F.CCOC(=O)C(F)(F)F.CCOC(=O)C(F)(F)F.CCOC(=O)C(F)(F)F.CCOC(=O)C(F)(F)F.CCOC(=O)C(F)(F)F.CCOC(=O)C(F)(F)F
**Orbital gap**: 0.39555 Eh
**Charge**: 0

These are the Mulliken partial charges, in e, on atoms 1 to 5: atom 1 (H): 0.35, atom 2 (F): -0.28, atom 3 (F): -0.26, atom 4 (C): 0.54, atom 5 (F): -0.12

***

2.
ORCA calculation (ωB97M-V/def2-TZVPD) on a molecular structure, C28H60AlBr4Cl2F4N3O2P.

Positions of all 105 atoms, in Å:
C1 0.103 -1.196 4.783
H1 -0.071 -0.295 2.964
N1 -1.952 -0.761 6.170
C2 2.622 -1.494 4.365
H2 0.500 3.918 -7.191
H3 2.525 1.047 -5.927
C3 -2.036 0.730 1.392
N2 -0.692 -0.857 3.557
H4 0.502 1.024 7.260
H5 1.357 -2.681 5.590
H6 -4.001 1.412 3.544
C4 2.432 4.561 -7.943
H7 1.460 2.626 -7.961
H8 3.666 -3.068 3.272
H9 -2.984 2.746 4.049
H10 -0.359 -3.872 -0.019
H11 -0.465 -3.391 -2.026
H12 -3.062 0.733 5.423
H13 1.559 2.410 -3.535
C5 1.710 1.673 -5.545
Cl1 -0.230 4.120 -9.457
H14 -2.066 -0.531 7.145
H15 2.640 5.343 -7.204
C6 1.250 -2.200 4.613
H16 -3.121 1.711 -0.176
C7 1.600 1.427 -4.008
H17 3.285 -1.741 5.199
F1 0.758 6.539 1.319
H18 0.164 -2.779 -4.168
Al1 -0.804 5.941 1.053
H19 -1.053 -2.943 3.362
H20 -1.137 -2.667 5.719
F2 -1.954 7.133 1.401
Br1 -4.811 -1.661 -5.517
H21 4.623 -5.309 4.787
C8 -1.967 1.238 2.853
H22 0.660 -1.010 -2.203
H23 2.511 0.911 -3.696
C9 3.315 -2.044 3.100
C10 -0.116 -2.369 1.553
H24 -0.426 0.682 -4.414
C11 -1.071 -2.049 2.735
H25 -1.042 0.290 1.205
H26 3.355 4.056 -8.258
Br2 -4.713 -1.935 -8.687
F3 -1.072 4.584 2.084
F4 -0.981 5.433 -0.564
H27 -0.197 -1.678 6.825
H28 -0.081 1.098 -2.731
Cl2 6.094 -5.974 1.724
C12 -1.557 -2.206 -0.623
Br3 -2.207 -0.751 -7.123
H29 -3.226 3.383 -1.840
C13 -1.639 -2.023 -3.212
H30 -2.630 -2.084 -0.436
H31 -3.044 4.686 -1.087
C14 -0.331 -1.817 -3.989
C15 -1.459 -2.930 -1.981
H32 -0.564 -1.395 -4.972
C16 -0.955 -3.112 0.486
O1 -3.726 4.084 -1.414
H33 1.079 -3.011 3.907
H34 0.798 1.362 -6.064
H35 -1.408 1.877 -0.380
C17 -1.858 0.087 3.855
Br4 0.668 2.431 4.803
H36 -1.773 -3.637 0.994
H37 5.926 -5.806 3.830
C18 -0.819 -1.634 5.924
H38 -2.740 -0.099 1.270
H39 -2.065 -1.981 2.303
C19 0.333 0.629 -3.633
H40 5.525 -4.191 3.939
C20 -2.191 1.870 0.378
H41 -2.275 2.861 0.818
H42 -3.518 2.730 2.383
H43 3.161 3.187 -5.969
H44 0.566 -0.261 5.107
C21 -2.012 0.439 5.341
H45 -1.119 1.929 2.859
H46 -1.095 -1.218 -0.648
N3 5.147 -5.137 3.922
H47 2.607 -2.031 2.269
H48 -3.284 -2.967 -6.959
H49 0.323 -1.448 1.156
H50 -2.746 -0.527 3.658
H51 0.662 -3.073 1.851
C22 2.066 3.124 -5.932
P1 -1.102 1.935 6.062
H52 2.538 -0.407 4.356
H53 -2.102 -1.057 -2.988
H54 1.704 3.828 -5.176
C23 1.491 3.508 -7.326
C24 -3.690 -1.970 -7.056
H55 -2.317 -2.517 -3.916
C25 -3.210 2.090 3.202
H56 -2.191 -3.740 -2.039
H57 1.653 -1.062 -3.652
H58 5.924 0.474 2.312
C26 5.242 -0.334 2.440
C27 4.449 -1.176 2.752
H59 1.994 5.010 -8.829
O2 -0.410 1.301 7.432
C28 0.642 -0.855 -3.288
H60 4.537 -5.251 3.107

Atomic forces in eV per Å
C 0.0 0.0 1.1
H 0.0 0.0 0.0
N 0.0 -0.1 -0.9
C 0.0 -1.2 -0.1
H -0.1 -0.2 -0.2
H -0.3 -0.1 -0.2
C 1.3 0.1 0.5
N 0.5 0.5 -0.4
H 0.0 -0.1 0.2
H -0.3 -0.1 -0.1
H -0.3 0.2 -0.4
C -0.3 -0.4 0.0
H -0.2 0.1 -0.1
H -0.3 0.1 -0.1
H 0.0 0.1 -0.1
H 0.2 0.0 0.3
H -0.1 0.0 -0.2
H 0.2 0.5 -0.1
H 0.1 -0.1 0.1
C 0.5 0.2 0.4
Cl -1.0 0.1 -1.1
H 0.1 -0.1 0.0
H 0.2 0.0 -0.1
C 0.7 0.6 0.5
H 0.0 0.2 0.1
C -0.6 0.3 -1.1
H -0.1 0.3 0.1
F -0.2 -0.2 0.0
H -0.2 -0.1 0.1
Al 0.1 0.2 0.0
H -0.3 0.3 0.3
H -0.2 0.1 0.1
F 0.1 -0.3 0.0
Br 0.0 0.0 0.0
H 0.1 0.2 0.1
C -0.5 0.7 -0.8
H 0.0 -0.1 -0.1
H -0.1 0.1 0.4
C 0.3 0.9 0.1
C -0.8 -0.4 0.1
H 0.1 0.1 0.0
C 0.6 -1.1 -0.7
H -0.2 -0.2 -0.1
H 0.1 0.2 0.2
Br 0.0 0.0 0.0
F 0.0 0.0 -0.2
F -0.2 -0.2 0.3
H 0.1 -0.1 -0.2
H -0.2 0.0 -0.2
Cl 0.5 -0.5 -1.1
C -0.6 -1.0 0.0
Br -0.2 0.1 -0.1
H 0.0 0.1 -0.1
C 0.2 -0.5 -0.8
H 0.1 0.4 0.1
H 0.2 0.1 -0.1
C 0.2 0.4 0.4
C 0.3 0.6 -0.1
H 0.1 -0.2 0.2
C -0.1 0.7 -0.3
O 0.0 -0.1 0.1
H -0.2 0.2 -0.1
H 0.0 0.1 0.1
H 0.1 0.0 0.2
C -1.2 -0.2 0.1
Br 0.2 -0.4 0.0
H 0.2 -0.2 0.0
H -0.1 0.0 -0.9
C 0.1 -0.3 0.2
H -0.3 0.3 0.0
H -0.1 0.6 0.4
C 0.6 -0.2 1.3
H 0.1 0.0 -0.2
C -0.9 -0.5 -0.6
H 0.3 0.0 0.1
H -0.1 -0.1 0.0
H -0.1 0.2 0.2
H -0.2 0.1 -0.3
C 0.5 -0.7 0.0
H 0.1 -0.2 0.2
H 0.1 -0.1 -0.1
N -1.1 0.6 2.6
H 0.1 -0.2 -0.1
H 0.0 0.0 0.0
H 0.1 -0.2 -0.1
H 0.2 -0.1 0.0
H 0.2 0.4 0.2
C -0.2 -0.6 -0.5
P -0.7 1.1 0.8
H 0.0 0.0 -0.3
H 0.1 -0.1 0.2
H 0.1 0.0 0.0
C 1.6 0.4 1.3
C 0.1 0.0 0.0
H -0.2 0.1 0.2
C 0.5 -0.6 0.9
H 0.1 0.0 0.3
H 0.0 -0.1 0.1
H 0.1 -0.2 -0.2
C 0.1 0.1 0.5
C -0.3 -0.1 -0.2
H -0.1 0.0 0.1
O 0.2 -0.1 -0.8
C 0.0 0.2 -0.9
H 0.6 -0.3 -0.5

Calculated values
**LUMO energy**: -0.28 eV
**Orbital gap**: 0.11322 Eh
**Charge**: -1

These are the Mulliken partial charges, in e, on atoms 1 to 5: atom 1 (C): -0.17, atom 2 (H): 0.65, atom 3 (N): -0.23, atom 4 (C): -0.89, atom 5 (H): 0.44

***

3.
ORCA calculation (ωB97M-V/def2-TZVPD) on a molecular structure, BrHf.

Positions of all 2 atoms, in Å:
Hf1 -0.672 -0.292 -1.177
Br1 0.672 0.292 1.177

Atomic forces in eV per Å
Hf 2.6 1.1 4.5
Br -2.6 -1.1 -4.5

Calculated values
**LUMO energy**: -20.87 eV
**Orbital gap**: 0.24411 Eh
**Charge**: +3

The computed natural (NBO) charges, all in e, follow: atom 1 (Hf): 2.71, atom 2 (Br): 0.29

***

4.
ORCA calculation (ωB97M-V/def2-TZVPD) on a molecular structure, C13H15Cl2MnN5S2.

Positions of all 38 atoms, in Å:
H1 2.097 0.957 1.283
H2 -2.265 -3.214 3.844
H3 -1.760 -1.835 -2.826
C1 -1.748 -2.877 0.973
H4 -0.120 2.820 -1.248
C2 2.024 0.792 -0.861
H5 -1.990 -3.456 -3.252
H6 -0.057 1.467 4.140
N1 1.653 -0.614 -0.795
C3 -1.467 -2.069 2.163
N2 -1.491 -2.294 -0.272
H7 -1.813 3.460 -1.342
C4 2.511 2.781 -2.095
C5 -1.766 -2.348 3.443
H8 2.606 3.382 1.236
C6 2.160 1.486 0.337
H9 -2.474 -4.801 1.720
H10 1.765 -1.066 -1.699
C7 2.471 2.840 0.309
C8 2.645 3.488 -0.907
H11 2.664 3.278 -3.043
H12 2.098 0.878 -3.007
C9 2.191 1.428 -2.079
S1 -2.423 -4.628 -0.727
C10 -0.674 -0.199 3.119
Mn1 -0.376 -0.518 -0.056
C11 -2.225 -4.135 0.912
N3 -1.655 -2.802 -2.563
C12 -1.084 2.762 -1.738
N4 -0.825 -0.835 1.968
H13 0.064 1.581 2.430
H14 2.906 4.537 -0.928
Cl1 -1.793 1.107 -1.303
N5 -0.122 1.019 3.242
S2 -1.245 -1.075 4.483
Cl2 -0.942 2.922 -3.452
H15 2.274 -1.107 -0.155
C13 -1.814 -3.114 -1.257

Atomic forces in eV per Å
H 0.0 0.0 0.0
H 0.0 0.0 0.0
H 0.0 0.0 0.0
C 0.0 0.0 0.0
H 0.0 0.0 0.0
C 0.0 0.0 0.0
H 0.0 0.0 0.0
H 0.0 0.0 0.0
N 0.0 0.0 0.0
C 0.0 0.0 -0.1
N 0.0 0.0 0.0
H 0.0 0.0 0.0
C 0.0 0.0 0.0
C 0.1 0.0 0.0
H 0.0 0.0 0.0
C 0.0 0.0 0.0
H 0.0 0.0 0.0
H 0.0 0.0 0.0
C 0.0 0.0 0.0
C 0.0 0.0 0.0
H 0.0 0.0 0.0
H 0.0 0.0 0.0
C 0.0 0.0 0.0
S 0.0 0.0 0.0
C 0.0 0.0 0.0
Mn 0.0 -0.1 0.0
C 0.0 0.0 0.0
N 0.0 0.0 0.0
C -0.1 0.0 0.0
N 0.0 0.1 0.0
H 0.0 0.0 0.0
H 0.0 0.0 0.0
Cl 0.0 0.1 0.0
N 0.1 0.0 0.0
S -0.1 0.0 0.0
Cl 0.1 0.0 0.0
H 0.0 0.0 0.0
C 0.0 0.0 0.1

Calculated values
**LUMO energy (alpha / beta)**: -5.33 / -6.21 eV
**Orbital gap (alpha / beta)**: 0.32295 / 0.29035 Eh
**Charge**: +2
**2S+1**: 6

These are the natural (NBO) partial charges, in e, on atoms 1 to 5: atom 1 (H): 0.21, atom 2 (H): 0.28, atom 3 (H): 0.41, atom 4 (C): 0.17, atom 5 (H): 0.24